93
Properties=species:S:1:pos:R:3:forces:R:3 method="wB97M-V/def2-TZVPD" total_charge=-2 de_lowest_kcal_mol=13.5
Cs 0.18340 0.60266 0.11388 1.5 0.3 -0.3
C -4.58793 2.87862 -0.09214 0.2 0.0 -0.1
C -3.59234 1.74941 -0.29331 0.1 0.6 0.1
N -2.34420 1.98983 -0.47351 0.1 -0.4 0.3
N -1.95367 3.29511 -0.54350 -0.5 0.9 -0.6
C -1.20113 3.84260 0.33410 -0.1 0.2 0.1
S -0.49862 3.25125 1.77138 -0.2 0.3 0.7
S -0.86974 5.59656 -0.11547 -0.1 0.0 0.0
C -1.26897 6.46839 1.44958 0.0 -0.5 -0.4
C -2.74696 6.55856 1.70262 0.0 0.0 0.1
C -3.39484 5.62230 2.50819 0.1 0.0 -0.1
C -4.76736 5.68626 2.70231 0.0 0.0 0.0
C -5.51494 6.69228 2.10900 -0.1 0.0 0.0
C -4.87697 7.64140 1.32266 0.0 0.1 0.0
C -3.50699 7.57187 1.12178 0.0 0.0 0.0
C -4.10586 0.37764 -0.20120 0.1 -0.3 0.1
C -5.48053 0.15235 -0.31854 0.1 0.0 0.0
C -6.06845 -1.07968 -0.08584 -0.1 -0.1 0.0
C -5.25645 -2.13265 0.34027 0.0 0.1 0.0
C -3.89973 -1.95507 0.45848 0.0 0.0 0.2
C -3.23308 -0.72689 0.12924 -0.3 -0.1 0.1
O -1.96947 -0.65126 0.16072 -1.2 -0.9 0.1
H -4.06506 3.81840 0.05613 0.0 0.0 0.0
H -5.22546 2.68411 0.76941 -0.1 0.0 0.0
H -5.21950 2.98074 -0.97960 -0.1 0.0 0.0
H -0.83124 7.45973 1.32697 0.0 0.0 0.1
H -0.75607 5.91594 2.23611 0.0 0.1 0.1
H -2.81480 4.82932 2.96183 0.1 -0.1 0.0
H -5.25379 4.93343 3.31117 0.0 0.0 0.0
H -6.58829 6.73522 2.25298 0.0 0.0 0.0
H -5.45186 8.43510 0.85863 0.0 0.0 0.0
H -3.01065 8.30952 0.50017 0.0 0.0 0.0
H -6.12663 0.97191 -0.61069 0.0 0.1 0.0
H -7.13604 -1.21707 -0.21349 0.0 0.0 0.0
H -5.69910 -3.09478 0.58252 0.0 0.0 0.0
H -3.26911 -2.77410 0.79202 0.0 0.0 0.0
C 6.49143 -4.33237 1.07497 -0.1 0.1 0.0
C 5.60867 -3.17809 0.67060 0.1 -0.1 0.1
C 6.10272 -2.02451 0.11572 -0.1 0.1 -0.1
C 5.28992 -0.94441 -0.27685 -0.1 -0.2 0.1
C 5.98808 0.20511 -0.85289 0.1 0.1 0.0
O 7.20163 0.36650 -0.72842 -0.1 0.0 0.0
C 5.24620 1.21156 -1.68201 0.1 0.1 -0.2
C 4.35938 0.81805 -2.67783 0.0 0.0 0.0
C 3.77200 1.76160 -3.50287 0.0 0.0 -0.1
C 4.06667 3.10942 -3.34480 0.0 0.0 0.0
C 4.96260 3.50703 -2.36341 0.0 0.0 0.0
C 5.55642 2.55883 -1.54409 0.0 0.0 0.1
C 3.86211 -0.97890 -0.05459 0.2 0.1 0.0
O 3.06929 -0.02909 -0.28611 0.1 -0.2 0.0
C 3.37553 -2.22675 0.50341 0.1 -0.3 -0.2
C 4.21431 -3.25369 0.84865 0.0 0.1 0.0
C 1.90561 -2.42304 0.68926 0.1 -0.1 -0.3
N 1.11061 -2.80040 -0.22911 0.0 0.1 0.2
C 1.59046 -3.02085 -1.57669 0.0 -0.1 0.0
C 2.07608 -4.45703 -1.78811 -0.1 0.2 0.3
Te 0.70049 -5.87081 -0.90415 -0.1 0.0 -0.4
C -0.94295 -5.07228 -1.99243 0.2 -0.1 0.2
C -1.71763 -4.06851 -1.42209 0.0 0.0 0.1
C -2.76514 -3.50255 -2.13674 0.0 0.1 -0.1
C -3.03300 -3.93462 -3.42809 0.0 0.0 0.0
C -2.25498 -4.93112 -4.00468 0.0 0.0 0.0
C -1.21243 -5.50209 -3.28730 0.0 0.0 0.0
C 1.34176 -2.20218 2.04405 -0.1 0.1 0.3
C 2.14545 -1.72679 3.07999 0.0 0.0 0.0
C 1.60673 -1.48364 4.33479 0.0 0.0 0.0
C 0.25808 -1.70765 4.56867 0.0 0.0 0.0
C -0.55009 -2.17891 3.54218 0.0 0.0 0.0
C -0.01431 -2.42729 2.29118 0.0 0.0 0.0
H 7.54256 -4.08726 0.91920 0.0 0.0 0.0
H 6.26226 -5.23238 0.49598 0.1 0.0 0.0
H 6.35273 -4.58036 2.13119 0.1 0.0 0.0
H 7.16765 -1.91489 -0.05914 0.0 0.0 0.0
H 4.13237 -0.23313 -2.80207 -0.1 0.0 0.1
H 3.07420 1.44748 -4.26982 0.0 0.0 0.0
H 3.59748 3.84680 -3.98469 0.0 0.0 0.0
H 5.19906 4.55683 -2.23888 0.0 0.0 0.0
H 6.26597 2.85544 -0.78226 0.0 0.0 0.0
H 3.78540 -4.15792 1.27935 0.0 0.0 0.0
H 2.38522 -2.31683 -1.85229 0.0 -0.1 0.0
H 0.73524 -2.85020 -2.23565 0.1 0.1 -0.1
H 3.03292 -4.62127 -1.29391 0.0 0.0 0.0
H 2.17934 -4.67684 -2.84966 0.0 -0.1 0.0
H -1.48514 -3.70033 -0.43017 0.0 0.0 -0.1
H -3.35633 -2.71993 -1.67608 0.1 -0.1 -0.1
H -3.84625 -3.48966 -3.98869 0.0 0.0 0.0
H -2.45467 -5.26336 -5.01695 0.0 0.0 0.0
H -0.60351 -6.27781 -3.73591 0.0 0.0 0.0
H 3.19542 -1.53896 2.89760 0.0 0.0 0.0
H 2.24042 -1.10847 5.12925 0.0 0.0 0.0
H -0.16295 -1.50675 5.54660 0.0 0.0 0.0
H -1.60770 -2.33843 3.71167 0.0 0.0 0.0
H -0.64101 -2.77133 1.48022 0.0 0.1 0.0